Entry 1:
81
Properties=species:S:1:pos:R:3:lowdin_charge:R:1 method="wB97M-V/def2-TZVPD" e_lumo_ev="-4.692 / -3.503" relative_energy_ev=2.071 max_force_ha_per_bohr=0.0084 homo_ha="-0.393 / -0.408" spin_multiplicity=1 homo_lumo_gap_ev="5.989 / 7.605" total_charge=+1
Tl 0.432 -0.328 -0.108 0.83
N 1.258 -1.335 -2.765 -0.04
C 0.108 -2.084 -3.267 -0.28
C -1.141 -1.212 -3.363 -0.20
N -1.416 -0.444 -2.143 -0.13
C -2.712 -0.717 -1.531 -0.22
C -2.628 -2.028 -0.767 -0.24
N -1.665 -1.919 0.329 -0.05
H 2.079 -1.931 -2.744 0.06
H 1.475 -0.561 -3.383 0.08
H 0.283 -2.532 -4.253 0.12
H -0.084 -2.904 -2.570 0.04
H -1.066 -0.537 -4.222 0.12
H -1.985 -1.876 -3.570 0.12
H -1.309 0.544 -2.324 0.07
H -2.944 0.098 -0.840 0.10
H -3.526 -0.767 -2.266 0.13
H -3.621 -2.336 -0.424 0.12
H -2.273 -2.808 -1.446 0.10
H -2.103 -1.580 1.177 0.06
H -1.251 -2.824 0.535 0.01
N 2.251 -4.604 -2.180 0.09
C 1.602 -4.299 -1.035 -0.92
S 0.056 -4.820 -0.708 0.70
N 2.387 -3.559 -0.183 0.05
N 1.793 -2.966 0.824 -0.03
C 2.035 -3.284 2.034 -0.05
C 1.518 -2.584 3.215 -0.27
C 1.909 -3.057 4.463 -0.01
C 1.459 -2.402 5.598 -0.04
C 0.645 -1.297 5.439 -0.04
C 0.308 -0.902 4.150 -0.12
N 0.717 -1.529 3.054 0.10
H 1.871 -5.342 -2.750 0.10
H 3.248 -4.451 -2.208 0.11
H 2.657 -4.158 2.222 0.14
H 2.557 -3.919 4.538 0.12
H 1.745 -2.745 6.582 0.12
H 0.276 -0.744 6.291 0.11
H -0.309 -0.032 3.992 0.11
C -2.727 1.167 1.827 -0.15
O -1.544 1.523 1.134 -0.40
Si -1.284 3.164 0.792 0.34
C -2.881 3.748 -0.003 -0.15
C -1.148 4.129 2.391 -0.14
C 0.267 3.297 -0.239 -0.30
Si 1.952 3.491 0.600 0.38
C 3.378 2.920 -0.479 -0.17
C 2.147 2.517 2.193 -0.18
C 2.179 5.314 0.999 -0.16
Si 0.053 4.093 -1.934 0.42
C 1.549 4.009 -3.066 -0.18
C -0.302 5.916 -1.615 -0.16
C -1.378 3.368 -2.942 -0.17
H -2.926 1.837 2.668 0.08
H -2.619 0.159 2.223 0.07
H -3.593 1.190 1.161 0.08
H -3.613 3.923 0.788 0.05
H -3.310 3.017 -0.686 0.03
H -2.771 4.685 -0.547 0.03
H -2.043 3.980 2.998 0.04
H -1.093 5.198 2.176 0.04
H -0.282 3.870 2.996 0.02
H 3.272 1.870 -0.758 0.03
H 4.302 3.012 0.096 0.04
H 3.500 3.502 -1.387 0.01
H 2.227 1.448 2.007 0.00
H 1.346 2.669 2.910 0.01
H 3.077 2.833 2.670 0.04
H 2.442 5.886 0.109 0.03
H 2.999 5.419 1.712 0.04
H 1.293 5.768 1.440 0.03
H 2.306 4.746 -2.800 0.03
H 1.215 4.239 -4.080 0.04
H 2.029 3.033 -3.086 0.03
H 0.607 6.452 -1.343 0.03
H -1.029 6.079 -0.818 0.02
H -0.698 6.373 -2.523 0.04
H -2.038 2.699 -2.397 0.00
H -1.001 2.839 -3.819 0.03
H -2.003 4.184 -3.311 0.04

=====

Entry 2:
79
Properties=species:S:1:pos:R:3:lowdin_charge:R:1 method="wB97M-V/def2-TZVPD" e_lumo_ev=-5.395 relative_energy_ev=2.523 max_force_ha_per_bohr=0.0773 homo_ha=-0.422 spin_multiplicity=1 homo_lumo_gap_ev=6.098 total_charge=+1
C 3.665 -3.724 0.098 0.10
C 2.809 -3.089 -0.512 -0.10
C 1.592 -2.342 -1.184 -0.09
C 0.346 -3.325 -1.006 -0.10
N 0.272 -4.425 -1.810 0.16
N -0.747 -5.232 -1.610 0.01
C -1.812 -5.143 -0.726 0.06
C -1.843 -3.943 0.216 0.13
C -0.689 -2.963 0.081 -0.06
F -0.580 -1.855 0.878 0.09
H 4.115 -4.564 0.702 0.08
H 1.379 -1.340 -0.706 0.12
H 1.773 -2.189 -2.295 0.13
H -0.770 -6.076 -2.212 0.19
H -2.648 -5.932 -0.660 0.15
H -2.687 -3.808 0.946 0.14
C 5.976 0.532 0.660 -0.08
C 5.789 -0.945 0.946 -0.34
O 6.702 -1.371 1.949 -0.08
H 6.997 0.732 0.330 0.08
H 5.282 0.871 -0.114 0.07
H 5.811 1.126 1.564 0.06
H 5.975 -1.535 0.047 0.10
H 4.769 -1.151 1.289 0.09
H 6.526 -0.852 2.745 0.08
C 3.579 4.126 3.347 -0.09
C 4.328 3.067 4.132 -0.33
O 5.721 3.126 3.841 -0.10
H 3.732 3.987 2.273 0.08
H 2.508 4.085 3.558 0.05
H 3.948 5.125 3.595 0.08
H 3.971 2.070 3.865 0.10
H 4.187 3.208 5.208 0.11
H 6.033 4.006 4.087 0.08
C -2.857 1.632 0.372 -0.09
C -2.765 0.958 -0.983 -0.31
O -1.422 0.558 -1.246 -0.09
H -2.203 2.506 0.410 0.07
H -3.881 1.948 0.581 0.08
H -2.529 0.953 1.165 0.07
H -3.071 1.645 -1.773 0.12
H -3.410 0.074 -1.024 0.10
H -1.159 -0.056 -0.549 0.04
C -4.032 -9.558 -1.167 -0.09
C -4.334 -8.548 -0.077 -0.32
O -4.810 -7.329 -0.649 -0.11
H -3.282 -9.163 -1.859 0.07
H -3.661 -10.492 -0.742 0.08
H -4.928 -9.771 -1.756 0.08
H -3.432 -8.322 0.495 0.10
H -5.091 -8.933 0.611 0.12
H -5.613 -7.535 -1.145 0.09
C -2.687 -4.196 -4.602 -0.09
C -3.850 -3.489 -3.930 -0.31
O -4.800 -4.439 -3.458 -0.08
H -3.039 -4.804 -5.438 0.09
H -1.954 -3.476 -4.973 0.08
H -2.191 -4.874 -3.900 0.04
H -4.356 -2.831 -4.637 0.12
H -3.504 -2.886 -3.083 0.10
H -4.352 -5.015 -2.826 0.06
C -0.713 6.399 1.845 -0.10
C -0.813 5.304 2.889 -0.32
O 0.318 5.340 3.753 -0.10
H 0.199 6.285 1.256 0.07
H -1.573 6.377 1.172 0.08
H -0.663 7.382 2.320 0.07
H -0.840 4.322 2.411 0.10
H -1.720 5.420 3.491 0.11
H 0.331 6.206 4.179 0.09
C 0.309 8.711 -1.974 -0.10
C -0.120 9.600 -0.823 -0.32
O 0.455 9.143 0.396 -0.10
H 0.005 7.678 -1.794 0.07
H -0.132 9.050 -2.915 0.07
H 1.398 8.711 -2.077 0.07
H -1.205 9.582 -0.711 0.11
H 0.192 10.636 -0.993 0.11
H 1.415 9.171 0.293 0.09

=====

Entry 3:
83
Properties=species:S:1:pos:R:3:lowdin_charge:R:1 method="wB97M-V/def2-TZVPD" e_lumo_ev=0.312 max_force_ha_per_bohr=0.0530 homo_ha=-0.342 spin_multiplicity=1 homo_lumo_gap_ev=9.612
C 3.097 -4.758 -0.395 -0.10
C 3.965 -3.494 -0.747 -0.22
C 3.952 -2.450 0.429 -0.20
C 3.418 -1.051 0.012 -0.22
C 1.860 -0.891 0.216 -0.21
C 1.404 0.367 -0.589 -0.19
C 0.701 0.076 -1.947 -0.18
C 1.366 -1.033 -2.834 -0.18
C 0.230 -1.925 -3.425 -0.20
C -0.368 -2.928 -2.395 -0.17
C -1.949 -2.758 -2.314 -0.05
B -2.355 -3.266 -0.862 -0.50
O -3.005 -2.339 -0.021 0.29
B -2.359 -2.382 1.218 -0.66
N -1.785 -1.226 1.855 0.24
O -2.243 -3.662 1.821 0.28
B -1.535 -4.454 0.909 -0.54
C -0.180 -5.136 1.403 0.00
C -0.025 -6.629 1.038 -0.80
O 0.465 -7.351 1.798 0.06
Br -0.577 -7.384 -0.681 0.74
O -2.044 -4.554 -0.393 0.24
H 2.794 -4.725 0.660 0.05
H 2.209 -4.736 -1.059 0.06
H 3.633 -5.697 -0.609 0.07
H 3.628 -3.028 -1.690 0.08
H 5.020 -3.772 -0.920 0.10
H 3.381 -2.799 1.307 0.10
H 4.998 -2.316 0.766 0.10
H 3.889 -0.274 0.642 0.11
H 3.624 -0.808 -1.044 0.10
H 1.712 -0.796 1.308 0.11
H 1.382 -1.835 -0.106 0.09
H 0.650 0.887 0.043 0.10
H 2.264 1.051 -0.665 0.11
H -0.382 -0.117 -1.825 0.10
H 0.757 1.017 -2.531 0.10
H 1.849 -0.542 -3.702 0.11
H 2.152 -1.611 -2.329 0.07
H 0.660 -2.483 -4.279 0.11
H -0.582 -1.288 -3.821 0.11
H -0.007 -2.746 -1.362 0.09
H -0.158 -3.960 -2.717 0.12
H -2.164 -1.679 -2.364 0.10
H -2.463 -3.340 -3.096 0.12
H -1.150 -0.719 1.241 0.08
H -1.249 -1.524 2.668 0.10
H -0.161 -5.101 2.504 0.13
H 0.678 -4.576 0.984 0.10
C -1.024 6.678 -3.576 -0.07
C -0.636 5.336 -4.188 -0.43
C -0.411 4.228 -3.145 -0.21
O 0.826 4.310 -2.457 -0.20
C 0.838 5.208 -1.360 -0.10
N 0.540 5.526 -5.042 0.04
H -0.175 7.189 -3.121 0.06
H -1.420 7.343 -4.346 0.08
H -1.798 6.554 -2.815 0.08
H -1.469 5.017 -4.822 0.13
H -0.385 3.270 -3.674 0.11
H -1.246 4.168 -2.435 0.12
H -0.123 5.233 -0.840 0.09
H 1.116 6.212 -1.689 0.07
H 1.602 4.868 -0.660 0.09
H 0.742 4.653 -5.523 0.07
H 1.343 5.655 -4.430 0.07
C -3.174 3.328 4.409 -0.07
C -2.722 1.997 3.816 -0.43
C -2.457 0.911 4.875 -0.21
O -1.229 1.060 5.571 -0.19
C -1.267 1.970 6.655 -0.11
N -1.545 2.228 2.972 0.04
H -2.353 3.881 4.866 0.06
H -3.590 3.966 3.627 0.08
H -3.950 3.179 5.163 0.08
H -3.533 1.636 3.178 0.14
H -2.384 -0.049 4.357 0.10
H -3.294 0.821 5.579 0.12
H -2.233 1.957 7.168 0.09
H -1.034 2.982 6.316 0.07
H -0.494 1.675 7.366 0.09
H -1.302 1.357 2.507 0.04
H -0.757 2.397 3.595 0.07

=====

Entry 4:
73
Properties=species:S:1:pos:R:3:lowdin_charge:R:1 method="wB97M-V/def2-TZVPD" e_lumo_ev=-0.358 max_force_ha_per_bohr=0.0512 homo_ha=-0.250 spin_multiplicity=1 homo_lumo_gap_ev=6.442
C -6.483 2.138 -4.394 -0.14
C -5.371 1.603 -3.315 -0.41
C -6.121 1.652 -1.825 -0.14
C -3.932 2.387 -3.350 -0.30
C -3.398 2.739 -4.890 -0.39
In -1.200 3.317 -4.971 0.09
Br 0.386 1.171 -4.843 -0.27
H -6.986 3.119 -3.937 0.09
H -6.087 2.295 -5.484 0.07
H -7.309 1.278 -4.469 0.08
H -5.205 0.447 -3.548 0.13
H -6.351 2.752 -1.468 0.08
H -5.566 0.995 -1.031 0.06
H -7.187 1.146 -2.011 0.07
H -3.089 1.675 -2.896 0.09
H -3.897 3.377 -2.715 0.10
H -4.098 3.599 -5.322 0.04
H -3.659 1.771 -5.533 0.05
H -0.740 4.494 -3.650 -0.14
H -0.903 4.064 -6.615 -0.13
C 3.576 -3.384 4.184 -0.11
C 3.904 -3.020 2.746 -0.26
C 4.171 -1.530 2.551 -0.23
C 2.933 -0.631 2.541 -0.27
P 1.928 -0.581 1.077 1.00
C 3.056 -0.312 -0.319 -0.26
C 4.063 0.838 -0.311 -0.23
C 3.537 2.257 -0.533 -0.27
C 2.598 2.421 -1.718 -0.10
C 0.878 0.846 1.093 -0.27
C -0.207 1.074 2.132 -0.22
C -1.457 0.212 2.030 -0.26
C -2.045 0.079 0.635 -0.10
C 1.139 -2.099 0.603 -0.26
C 0.023 -2.836 1.337 -0.22
C 0.137 -2.983 2.851 -0.26
C 0.441 -4.406 3.290 -0.11
H 2.718 -2.829 4.565 0.06
H 3.356 -4.453 4.261 0.08
H 4.430 -3.174 4.839 0.08
H 3.104 -3.361 2.089 0.08
H 4.800 -3.579 2.449 0.12
H 4.722 -1.401 1.615 0.10
H 4.845 -1.190 3.348 0.13
H 3.301 0.395 2.673 0.11
H 2.321 -0.813 3.427 0.09
H 2.458 -0.282 -1.235 0.11
H 3.640 -1.239 -0.401 0.10
H 4.790 0.636 -1.109 0.12
H 4.631 0.824 0.625 0.10
H 4.398 2.920 -0.686 0.11
H 3.057 2.630 0.374 0.08
H 3.124 2.244 -2.660 0.08
H 2.198 3.440 -1.736 0.09
H 1.742 1.743 -1.672 0.04
H 0.467 1.002 0.092 0.11
H 1.556 1.685 1.259 0.09
H -0.529 2.122 2.049 0.13
H 0.219 0.965 3.136 0.11
H -2.224 0.619 2.699 0.12
H -1.229 -0.769 2.432 0.06
H -2.456 1.038 0.294 0.09
H -2.859 -0.652 0.642 0.08
H -1.314 -0.260 -0.100 0.06
H 1.937 -2.827 0.424 0.10
H 0.737 -1.901 -0.400 0.12
H -0.076 -3.829 0.879 0.13
H -0.927 -2.351 1.102 0.09
H -0.823 -2.714 3.311 0.11
H 0.871 -2.295 3.263 0.07
H -0.401 -5.068 3.065 0.08
H 0.607 -4.438 4.372 0.08
H 1.329 -4.802 2.791 0.07